# 1
Formula: C29H27N5OSSn
Source: OMol25
Level of theory: ωB97M-V with the def2-TZVPD basis set

Computed properties:
charge	+2
HOMO-LUMO gap	7.6	eV
total energy	-2082.28960	Eh
HOMO energy	-14.160	eV
multiplicity	1

The geometry in XYZ format:
```
64
C29H27N5OSSn, DFT ωB97M-V with the def2-TZVPD basis set
Sn -0.173 0.168 0.244
C -3.653 -1.608 2.742
C -3.063 -2.827 3.022
C -1.968 -3.241 2.275
C -1.493 -2.413 1.284
N -2.021 -1.195 1.065
C -3.084 -0.802 1.770
C -0.463 -2.830 0.287
C -0.177 -4.162 0.081
C 0.462 -4.521 -1.096
C 0.669 -3.568 -2.070
C 0.369 -2.239 -1.810
N -0.062 -1.872 -0.589
C 0.289 -1.232 -2.900
C 0.937 -1.401 -4.114
C 0.683 -0.491 -5.126
C -0.218 0.533 -4.891
C -0.802 0.631 -3.637
N -0.551 -0.227 -2.647
H -4.531 -1.270 3.274
H -3.457 -3.461 3.806
H -1.500 -4.197 2.466
H -3.461 0.186 1.557
H -0.514 -4.916 0.777
H 0.686 -5.561 -1.297
H 1.003 -3.863 -3.055
H 1.632 -2.215 -4.267
H 1.178 -0.585 -6.084
H -0.473 1.247 -5.662
H -1.500 1.427 -3.419
O -1.426 1.665 1.332
N -1.485 1.719 2.660
C -2.352 2.600 3.210
C -2.433 2.727 4.569
C -1.614 1.932 5.373
C -0.743 1.040 4.790
C -0.668 0.937 3.401
S 0.458 -0.146 2.630
H -2.933 3.161 2.495
H -3.127 3.440 4.991
H -1.659 2.018 6.451
H -0.096 0.414 5.388
C 3.314 -0.736 0.685
N 2.481 0.043 -0.254
C 2.979 -0.266 -1.606
C 2.684 1.487 -0.044
C 1.644 2.290 -0.773
C 2.004 3.464 -1.439
C 1.042 4.280 -2.008
C -0.306 3.951 -1.901
C -0.690 2.788 -1.253
C 0.298 1.965 -0.713
H 4.373 -0.529 0.501
H 3.143 -1.802 0.528
H 3.084 -0.482 1.712
H 4.052 -0.051 -1.660
H 2.468 0.351 -2.340
H 2.835 -1.322 -1.835
H 3.671 1.783 -0.414
H 2.664 1.706 1.026
H 3.051 3.737 -1.505
H 1.340 5.182 -2.523
H -1.058 4.609 -2.317
H -1.739 2.550 -1.143
```

# 2
Formula: C29H27N7O4S2Sn
Source: OMol25
Level of theory: ωB97M-V with the def2-TZVPD basis set

Computed properties:
charge	+2
HOMO-LUMO gap (spin up / spin down)	5.3 / 5.6	eV
total energy	-2815.67922	Eh
HOMO energy (spin up / spin down)	-13.124 / -13.243	eV
multiplicity	1

The geometry in XYZ format:
```
70
C29H27N7O4S2Sn, DFT ωB97M-V with the def2-TZVPD basis set
Sn 0.158 0.441 0.114
C -3.725 -5.001 5.127
C -3.138 -3.742 4.554
C -2.350 -3.778 3.401
C -1.853 -2.617 2.840
C -2.148 -1.400 3.453
C -2.918 -1.332 4.609
C -3.397 -2.509 5.155
S -1.614 0.083 2.713
O -2.234 1.209 3.339
O -0.158 0.094 2.562
N -2.026 -0.020 1.109
C -3.195 0.283 0.585
C -4.440 0.392 1.272
C -5.587 0.709 0.579
C -5.558 0.922 -0.797
C -4.336 0.851 -1.527
C -4.241 1.120 -2.906
C -3.011 1.084 -3.511
C -1.883 0.773 -2.740
N -1.954 0.495 -1.449
C -3.156 0.531 -0.852
H -3.272 -5.889 4.690
H -4.798 -5.037 4.930
H -3.593 -5.038 6.208
H -2.130 -4.733 2.940
H -1.250 -2.639 1.941
H -3.126 -0.373 5.065
H -3.986 -2.473 6.063
H -4.474 0.205 2.337
H -6.526 0.786 1.112
H -6.475 1.141 -1.331
H -5.134 1.363 -3.467
H -2.903 1.304 -4.564
H -0.891 0.750 -3.175
N 6.063 3.642 -5.550
C 5.274 2.908 -4.783
C 5.670 2.586 -3.448
C 4.826 1.904 -2.637
C 3.566 1.490 -3.135
C 3.179 1.757 -4.475
C 4.019 2.440 -5.289
S 2.353 0.914 -2.026
O 2.970 0.228 -0.906
O 1.354 0.166 -2.756
N 1.713 2.283 -1.598
C 2.142 2.897 -0.417
N 3.271 3.594 -0.391
C 3.548 4.236 0.743
C 2.727 4.186 1.855
C 1.615 3.374 1.750
N 1.317 2.728 0.623
H 6.951 3.983 -5.213
H 5.806 3.873 -6.498
H 6.644 2.898 -3.090
H 5.108 1.658 -1.623
H 2.223 1.396 -4.830
H 3.750 2.642 -6.319
H 4.470 4.807 0.756
H 2.954 4.728 2.761
H 0.938 3.217 2.581
C 1.748 -5.204 -0.003
C 2.311 -4.016 0.796
C 1.487 -2.826 0.591
N 0.809 -1.921 0.405
H 2.347 -6.089 0.200
H 1.781 -5.001 -1.072
H 0.718 -5.413 0.283
H 3.327 -3.781 0.477
H 2.340 -4.237 1.862
```

# 3
Formula: C29H28AgClN4O2Sb
Source: OMol25
Level of theory: ωB97M-V with the def2-TZVPD basis set

Computed properties:
charge	-1
HOMO-LUMO gap	5.8	eV
total energy	-2338.76498	Eh
HOMO energy	-3.098	eV
multiplicity	1

The geometry in XYZ format:
```
66
C29H28AgClN4O2Sb, DFT ωB97M-V with the def2-TZVPD basis set
Ag 9.641 15.635 8.006
C 12.692 13.611 8.261
C 11.886 13.253 6.942
C 12.971 12.938 5.892
C 13.293 13.796 4.887
C 12.462 14.935 4.657
C 11.438 15.073 5.590
N 11.050 14.394 6.585
Sb 10.032 17.055 5.596
C 7.840 16.899 5.794
C 7.117 16.135 4.923
C 5.710 16.085 5.077
C 5.195 16.778 6.172
C 6.037 17.579 6.960
C 5.577 18.438 8.054
N 7.363 17.618 6.775
C 10.578 18.355 7.281
C 11.105 19.603 7.354
C 11.275 20.215 8.626
C 10.823 19.577 9.751
C 10.382 18.280 9.626
C 10.041 17.424 10.798
N 10.334 17.693 8.408
H 13.336 12.797 8.572
H 12.004 13.836 9.075
H 13.346 14.511 8.150
H 13.485 11.943 6.018
H 14.239 13.568 4.303
H 12.588 15.517 3.740
H 7.631 15.658 4.056
H 5.070 15.421 4.484
H 4.138 16.722 6.387
H 4.504 18.370 8.203
H 5.900 19.484 7.916
H 6.067 18.088 8.952
H 11.393 20.085 6.420
H 11.827 21.137 8.653
H 10.795 20.088 10.750
H 9.949 18.083 11.650
H 10.887 16.717 10.920
H 9.124 16.837 10.640
O 7.784 13.028 6.666
C 7.385 13.440 7.777
C 6.160 12.800 8.493
C 5.949 13.634 9.709
C 7.087 14.665 9.641
O 7.249 15.559 10.469
N 7.964 14.343 8.598
H 6.458 11.786 8.770
H 5.299 12.815 7.806
H 6.047 13.114 10.673
H 4.975 14.186 9.786
Cl 12.798 6.566 8.475
C 12.401 8.199 8.147
C 12.186 8.553 6.809
C 11.809 9.876 6.610
C 11.522 10.778 7.636
C 10.927 12.115 7.303
C 11.680 10.346 8.944
C 12.169 9.045 9.243
H 12.269 7.808 6.033
H 11.629 10.189 5.589
H 10.179 11.990 6.482
H 10.324 12.488 8.125
H 11.419 10.918 9.807
H 12.294 8.663 10.212
```